(i)
DFT (ωB97M-V/def2-TZVPD) results for a molecular structure, C5H7I.

Calculated values
Gap between HOMO and LUMO in Eh: 0.35673
E_HOMO in Eh: -0.343
Multiplicity: 1
Charge: 0

```
13
C5H7I ωB97M-V/def2-TZVPD
C 1.107 -0.779 0.698
C 0.065 -0.211 0.570
C 2.340 -1.498 0.942
C -1.467 1.023 -1.430
C -1.615 0.749 0.027
I -1.720 2.460 1.284
H 2.879 -1.614 0.001
H 2.963 -0.944 1.643
H 2.122 -2.482 1.354
H -1.293 0.094 -1.969
H -2.381 1.478 -1.815
H -0.643 1.702 -1.622
H -2.359 0.022 0.317
```


(ii)
DFT (ωB97M-V/def2-TZVPD) results for C5H7I in the gas phase.

Calculated values
Gap between HOMO and LUMO in Eh: 0.33875
E_HOMO in Eh: -0.324
Multiplicity: 1
Charge: 0
SMILES: C=C(C)/C=C/I

```
13
C5H7I ωB97M-V/def2-TZVPD
C -1.320 -1.410 0.365
C -0.687 -0.288 0.132
C -1.202 1.035 -0.292
C 0.898 -0.310 -0.060
C 1.982 0.556 0.049
I 4.038 -0.066 -0.134
H -2.290 -1.576 0.711
H -0.728 -2.193 0.614
H -1.169 1.731 0.484
H -0.563 1.360 -1.067
H -2.235 0.947 -0.713
H 1.276 -1.374 -0.183
H 2.000 1.588 0.094
```


It comes down to (ii), which is 0.0444 hartree more stable than the next structure.


(i)
DFT (ωB97M-V/def2-TZVPD) results for C4H8BrI in the gas phase.

Calculated values
Gap between HOMO and LUMO in Eh: 0.36603
E_HOMO in Eh: -0.356
Multiplicity: 1
Charge: 0
SMILES: C[C@@H](Br)[C@@H](C)I

```
14
C4H8BrI ωB97M-V/def2-TZVPD
C -0.274 0.332 1.708
C -0.321 -0.745 0.589
Br -2.158 -1.027 -0.087
C 0.483 -0.531 -0.694
C 0.135 0.753 -1.519
I 2.568 -0.556 -0.008
H 0.203 -0.090 2.660
H -1.314 0.643 1.999
H 0.393 1.168 1.292
H -0.011 -1.742 0.886
H 0.169 -1.436 -1.452
H 0.805 1.618 -1.483
H 0.145 0.479 -2.535
H -0.822 1.135 -1.356
```


(ii)
DFT (ωB97M-V/def2-TZVPD) results for 2 unconnected molecules or ions with the total composition C4H8BrI.

Calculated values
Gap between HOMO and LUMO in Eh: 0.35455
E_HOMO in Eh: -0.339
Multiplicity: 1
Charge: 0
SMILES: C/C=C\I.CBr

```
14
C4H8BrI ωB97M-V/def2-TZVPD
C 2.683 -1.267 -0.529
C 1.501 -1.008 0.396
C 0.875 0.125 0.674
I 1.374 2.010 -0.126
H 2.764 -0.339 -1.051
H 2.377 -2.068 -1.045
H 3.474 -1.342 0.157
H 1.280 -1.997 0.676
H -0.008 -0.031 1.269
C -3.053 1.296 -0.092
Br -4.722 0.375 -0.108
H -3.296 2.221 0.569
H -2.416 0.688 0.371
H -2.834 1.335 -1.161
```


It comes down to (i), which is 0.0544 hartree more stable than the next structure.


(i)
DFT (ωB97M-V/def2-TZVPD) results for 2 unconnected molecules or ions with the total composition C5H12N4O2S.

Calculated values
Gap between HOMO and LUMO in Eh: 0.16869
E_HOMO in Eh: -0.225
Multiplicity: 1
Charge: 0

```
24
C5H12N4O2S ωB97M-V/def2-TZVPD
N 2.329 -0.975 2.613
C 2.466 -0.126 1.833
O 2.340 0.686 0.832
N 2.738 0.064 -0.402
C 1.504 -0.324 -0.980
N 1.531 -0.562 -2.260
N 0.368 -0.418 -0.274
C -0.477 0.850 -0.242
C -1.966 0.570 0.001
C -2.375 -0.881 -0.126
S -4.059 -1.121 0.538
H 3.307 -0.753 -0.164
H 0.691 -0.748 -2.780
H 2.409 -0.589 -2.749
H 0.552 -0.754 0.665
H -0.118 1.522 0.555
H -0.319 1.368 -1.176
H -2.516 1.144 -0.733
H -2.257 0.974 0.958
H -2.399 -1.167 -1.166
H -1.734 -1.545 0.425
H -3.857 -2.247 1.225
O 0.583 2.849 1.767
H 1.259 2.184 1.641
```


(ii)
DFT (ωB97M-V/def2-TZVPD) results for 2 unconnected molecules or ions with the total composition C5H12N4O2S.

Calculated values
Gap between HOMO and LUMO in Eh: 0.31350
E_HOMO in Eh: -0.294
Multiplicity: 1
Charge: 0

```
24
C5H12N4O2S ωB97M-V/def2-TZVPD
C 0.229 1.126 0.500
C -0.010 -2.184 2.181
C 0.881 -0.839 -0.781
C -1.930 -1.996 3.785
C -0.413 0.492 1.498
N 1.062 0.638 -0.595
N -0.889 -2.252 2.920
N -0.992 1.085 2.649
N 2.393 2.001 -2.304
O 0.298 0.642 -3.123
O 0.121 2.788 -1.903
S 0.777 1.527 -2.068
H 0.430 2.166 0.690
H -0.157 -0.992 -1.072
H 0.872 -1.427 0.140
H 1.727 -1.178 -1.385
H -1.706 -1.277 4.521
H -2.182 -2.832 4.407
H -2.773 -1.694 3.147
H -0.588 -0.544 1.483
H -1.273 2.079 2.520
H -1.808 0.563 2.964
H 2.692 2.811 -1.671
H 2.511 2.217 -3.305
```


It comes down to (ii), which is 0.1377 hartree more stable than the next structure.


(i)
DFT (ωB97M-V/def2-TZVPD) results for 2 unconnected molecules or ions with the total composition C3H5ClS.

Calculated values
Gap between HOMO and LUMO in Eh: 0.34240
E_HOMO in Eh: -0.315
Multiplicity: 1
Charge: 0
SMILES: C=C1CS1.Cl

```
10
C3H5ClS ωB97M-V/def2-TZVPD
C -0.179 -0.628 -0.379
C 0.203 0.634 0.003
C 0.720 1.411 1.071
S 0.454 2.261 -0.664
H -0.178 -1.271 0.409
H -0.160 -1.020 -1.381
H 0.236 1.838 1.913
H 1.709 1.115 1.214
Cl 3.053 -0.602 -0.021
H 2.729 -0.337 -1.078
```


(ii)
DFT (ωB97M-V/def2-TZVPD) results for C3H5ClS in the gas phase.

Calculated values
Gap between HOMO and LUMO in Eh: 0.34813
E_HOMO in Eh: -0.345
Multiplicity: 1
Charge: 0
SMILES: SC/C=C/Cl

```
10
C3H5ClS ωB97M-V/def2-TZVPD
S 1.966 1.960 0.246
C 1.047 0.153 0.243
C -0.606 0.073 0.481
C -1.213 -0.815 -0.461
Cl -2.603 -1.904 -0.272
H 0.518 2.135 -0.445
H 1.501 -0.487 0.969
H 1.049 -0.564 -0.748
H -1.120 0.466 1.200
H -0.538 -1.020 -1.212
```


It comes down to (i), which is 0.0521 hartree more stable than the next structure.


(i)
DFT (ωB97M-V/def2-TZVPD) results for a molecular structure, C3H8O4.

Calculated values
Gap between HOMO and LUMO in Eh: 0.39484
E_HOMO in Eh: -0.366
Multiplicity: 1
Charge: 0

```
15
C3H8O4 ωB97M-V/def2-TZVPD
O -2.144 0.761 -1.761
H -1.803 1.650 -2.010
H -1.462 0.395 -1.154
O 1.338 0.486 -0.166
O -0.765 0.058 -0.244
O 0.366 0.274 1.735
C 0.430 -0.294 -0.891
C 1.583 0.085 1.119
C -0.722 -0.371 1.042
H 0.692 -1.368 -0.963
H 0.364 0.106 -1.921
H 2.335 0.770 1.555
H 2.039 -0.922 1.060
H -1.657 -0.160 1.596
H -0.595 -1.470 1.002
```


(ii)
DFT (ωB97M-V/def2-TZVPD) results for 2 unconnected molecules or ions with the total composition C3H8O4.

Calculated values
Gap between HOMO and LUMO in Eh: 0.40719
E_HOMO in Eh: -0.393
Multiplicity: 1
Charge: 0
SMILES: O=C(O)CCO.O

```
15
C3H8O4 ωB97M-V/def2-TZVPD
O -1.422 0.797 -0.968
C -0.292 0.444 -1.096
O 0.555 1.263 -1.859
C 0.501 -0.898 -0.936
C 0.437 -1.229 0.553
O -0.913 -1.369 1.041
H 0.094 2.132 -2.126
H 1.398 -0.751 -1.514
H 0.086 -1.502 -1.740
H 0.690 -0.270 0.976
H 0.828 -2.143 0.906
H -1.628 -1.137 0.415
O -0.216 1.703 2.509
H 0.368 2.044 1.793
H -0.484 0.915 2.046
```


It comes down to (ii), which is 0.0644 hartree more stable than the next structure.


(i)
DFT (ωB97M-V/def2-TZVPD) results for C6H5ClS in the gas phase.

Calculated values
Gap between HOMO and LUMO in Eh: 0.30712
E_HOMO in Eh: -0.305
Multiplicity: 1
Charge: 0
SMILES: ClC1=CSC=CC=C1

```
13
C6H5ClS ωB97M-V/def2-TZVPD
Cl 1.063 -0.994 2.253
C 0.502 -0.279 0.698
C 0.816 0.976 0.349
S 0.225 1.736 -1.164
C -1.425 1.000 -1.515
C -1.747 -0.277 -1.167
C -1.018 -1.540 -0.961
C -0.054 -1.437 -0.079
H 1.391 1.691 1.028
H -2.231 1.759 -1.707
H -2.774 -0.213 -1.656
H -1.137 -2.444 -1.646
H 0.652 -2.317 0.371
```


(ii)
DFT (ωB97M-V/def2-TZVPD) results for C6H5ClS in the gas phase.

Calculated values
Gap between HOMO and LUMO in Eh: 0.28124
E_HOMO in Eh: -0.323
Multiplicity: 1
Charge: 0
SMILES: C=C1C(=S)C=C[C@@H]1Cl

```
13
C6H5ClS ωB97M-V/def2-TZVPD
C -0.322 -1.969 0.355
C -0.117 -0.654 0.240
C -1.167 0.269 -0.087
S -2.754 -0.129 -0.241
C -0.646 1.593 -0.022
C 0.626 1.567 0.322
C 1.174 0.148 0.504
Cl 2.713 -0.219 -0.404
H -1.279 -2.364 0.069
H 0.595 -2.621 0.574
H -1.263 2.467 -0.066
H 1.133 2.548 0.699
H 1.484 0.036 1.567
```


It comes down to (ii), which is 0.0569 hartree more stable than the next structure.


(i)
DFT (ωB97M-V/def2-TZVPD) results for C3H7NSi in the gas phase.

Calculated values
Gap between HOMO and LUMO in Eh: 0.38935
E_HOMO in Eh: -0.356
Multiplicity: 1
Charge: 0
SMILES: [H]/N=C/[SiH2]C=C

```
12
C3H7NSi ωB97M-V/def2-TZVPD
H -1.353 2.551 0.718
N -0.472 2.140 0.430
C -0.370 1.034 1.026
Si 1.104 0.040 0.586
C 0.628 -0.950 -1.029
C -0.687 -1.140 -1.244
H -1.230 0.675 1.555
H 2.374 0.743 0.579
H 1.022 -1.016 1.463
H 1.515 -1.559 -1.235
H -1.012 -2.013 -1.880
H -1.520 -0.506 -0.970
```


(ii)
DFT (ωB97M-V/def2-TZVPD) results for C3H7NSi in the gas phase.

Calculated values
Gap between HOMO and LUMO in Eh: 0.39185
E_HOMO in Eh: -0.358
Multiplicity: 1
Charge: 0
SMILES: [H]/N=C/C=C/[SiH3]

```
12
C3H7NSi ωB97M-V/def2-TZVPD
H -4.247 0.113 -0.291
N -3.376 0.582 -0.066
C -2.491 -0.282 0.065
C -0.755 0.384 0.082
C 0.325 -0.382 0.117
Si 2.148 0.236 -0.039
H -2.699 -1.416 0.010
H -0.703 1.390 -0.001
H 0.035 -1.333 0.419
H 2.676 0.094 1.264
H 1.789 1.693 -0.343
H 3.200 -0.149 -1.024
```


It comes down to (i), which is 0.0345 hartree more stable than the next structure.


(i)
DFT (ωB97M-V/def2-TZVPD) results for a molecular structure, C2H2ClI.

Calculated values
Gap between HOMO and LUMO in Eh: 0.34655
E_HOMO in Eh: -0.331
Multiplicity: 1
Charge: 0

```
6
C2H2ClI ωB97M-V/def2-TZVPD
C 0.554 0.296 0.445
C -0.307 -0.299 -0.421
Cl 2.226 0.153 0.157
I -2.291 -0.048 0.132
H 0.119 0.951 1.206
H -0.301 -1.053 -1.518
```


(ii)
DFT (ωB97M-V/def2-TZVPD) results for 2 unconnected molecules or ions with the total composition C2H2ClI.

Calculated values
Gap between HOMO and LUMO in Eh: 0.39458
E_HOMO in Eh: -0.371
Multiplicity: 1
Charge: 0
SMILES: C#CCl.I

```
6
C2H2ClI ωB97M-V/def2-TZVPD
C 1.249 -1.592 1.163
C 0.404 -0.925 1.662
Cl -0.807 -0.035 2.358
H 2.018 -2.207 0.687
I -0.781 1.939 -3.004
H -2.084 2.820 -2.865
```


It comes down to (i), which is 0.0246 hartree more stable than the next structure.